No. 1
# C22H22CdFN5O7SSe

A structure of composition C22H22CdFN5O7SSe (ωB97M-V with the def2-TZVPD basis set, the Open Molecules 2025 dataset).

As for the net charge: 0. The strongest force on any atom comes out at 0.70 eV/Å. Its gap between HOMO and LUMO is 6.71 eV. The value obtained for the electronic energy is -4719.22633 Ha.

Each line ends with the Löwdin charge.
Positions of all 60 atoms, in Å:
Cd 2.17701 -0.65444 -2.29830  1.455
C 1.34705 2.20759 4.71593  -0.066
C 1.66126 2.52331 3.26155  -0.190
N 1.63668 1.33121 2.41860  -0.018
C 2.78477 0.88910 1.85763  0.039
C 2.87111 -0.12581 0.95661  -0.050
C 4.17815 -0.27444 0.21062  -0.639
O 5.22994 -0.06741 0.79947  0.040
O 4.06385 -0.58252 -1.04258  -0.311
C 1.70040 -0.88088 0.65036  -0.338
O 1.60471 -1.71291 -0.27355  -0.084
C 0.49023 -0.50679 1.38524  -0.072
C -0.69004 -1.14953 1.01132  0.075
C -1.87926 -0.51394 1.18761  -0.200
F -3.02689 -1.08726 0.75211  0.074
C -1.93477 0.79714 1.66700  -0.167
C -0.79501 1.35445 2.20408  0.061
C 0.43523 0.70105 2.08152  -0.140
N -3.04023 1.65074 1.34544  -0.110
C -3.26147 1.75842 -0.10051  -0.119
C -3.88200 3.13052 -0.36112  -0.060
N -4.51307 3.57260 0.93643  0.038
C -5.30118 2.45779 1.55844  -0.081
C -4.29613 1.39053 2.03924  -0.133
H 1.36600 3.11997 5.31287  0.076
H 2.08379 1.51413 5.12084  0.082
H 0.36108 1.75244 4.81381  0.068
H 2.65465 2.95682 3.16765  0.121
H 0.96593 3.26032 2.85795  0.113
H 3.68665 1.43818 2.09851  0.146
H -0.62952 -2.06057 0.43317  0.142
H -0.85035 2.37932 2.54216  0.115
H -3.90470 0.96114 -0.48608  0.140
H -2.31177 1.69297 -0.62985  0.092
H -4.66371 3.10457 -1.11746  0.135
H -3.13589 3.87491 -0.63366  0.141
H -5.07444 4.41065 0.80686  0.178
H -3.73535 3.77640 1.56950  0.176
H -5.97065 2.08242 0.78741  0.133
H -5.89467 2.86736 2.37276  0.128
H -4.69848 0.39373 1.82795  0.127
H -4.13032 1.47406 3.11385  0.130
O 0.98959 0.91753 -2.94197  -0.545
S -0.17137 1.04290 -1.92064  0.228
O -1.08344 2.07262 -2.40110  -0.374
O 0.44328 1.40072 -0.63499  -0.355
O -0.78090 -0.29330 -1.83754  -0.394
Se 4.64971 -2.97850 -1.69866  1.264
N 3.28360 -2.54167 -2.76341  -0.316
C 2.93088 -3.60068 -3.47170  -0.370
C 1.85882 -3.64913 -4.40954  -0.025
C 1.62422 -4.81762 -5.05594  -0.072
C 2.41892 -5.98580 -4.82343  -0.079
C 3.44373 -5.98134 -3.93744  -0.023
C 3.73048 -4.77728 -3.22607  -0.388
N 4.68718 -4.62562 -2.33071  -0.228
H 1.25087 -2.76909 -4.57984  0.110
H 0.81179 -4.87904 -5.76822  0.106
H 2.18203 -6.88730 -5.37303  0.102
H 4.05201 -6.85476 -3.74715  0.114

=====

No. 2
# C22H22MnN3O3S2Se2

A structure of composition C22H22MnN3O3S2Se2 (ωB97M-V with the def2-TZVPD basis set, the Open Molecules 2025 dataset).

As for the net charge: +1. The strongest force on any atom comes out at 0.64 eV/Å. Its gap between HOMO and LUMO (spin up / spin down) is 7.29 / 7.27 eV. Its expectation value of S² is 1.08. Its spin multiplicity is 2. The value obtained for the electronic energy is -7991.59768 Ha.

Each line ends with the natural charge from an NBO analysis.
Positions of all 55 atoms, in Å:
Mn -1.24819 -0.79238 0.55359  1.089
C 1.18181 -6.90638 2.37816  -0.258
O 2.23162 -6.16419 1.77149  -0.468
C 1.97579 -4.90847 1.38060  0.389
C 3.07935 -4.23059 0.80444  -0.302
C 2.92112 -2.95284 0.38317  -0.099
C 1.68110 -2.25257 0.48223  -0.362
C 1.58738 -0.89710 0.05147  0.584
C 2.76426 -0.10634 -0.45015  -0.691
O 0.51474 -0.22381 0.06510  -0.690
C 0.57092 -2.95671 1.06134  0.538
O -0.61534 -2.45416 1.22406  -0.776
C 0.75696 -4.28597 1.50518  -0.421
H 1.60768 -7.87282 2.62851  0.211
H 0.34918 -7.04129 1.68522  0.183
H 0.83200 -6.41295 3.28670  0.186
H 4.02200 -4.75076 0.71978  0.237
H 3.77637 -2.45695 -0.04723  0.213
H 3.66108 -0.67694 -0.65194  0.223
H 2.99464 0.65733 0.29541  0.252
H 2.45984 0.42833 -1.34883  0.249
H -0.10099 -4.77375 1.94160  0.232
Se -3.66240 -1.72954 0.78486  0.305
Se -4.62161 0.31457 0.21496  0.241
C -3.21582 1.51695 0.76795  0.081
C -3.61703 2.81214 1.04624  -0.278
C -2.66453 3.73533 1.44705  -0.118
C -1.34687 3.33366 1.56883  -0.232
C -1.02755 2.02662 1.25798  0.084
N -1.93560 1.12411 0.85667  -0.558
C -3.02250 -2.17877 -0.99100  0.050
C -3.65643 -3.00811 -1.88592  -0.240
C -3.04292 -3.19917 -3.11967  -0.130
C -1.84793 -2.56160 -3.39529  -0.229
C -1.27923 -1.74321 -2.42814  0.074
N -1.85938 -1.55394 -1.24666  -0.487
H -4.65912 3.08964 0.96601  0.240
H -2.95618 4.75364 1.66635  0.236
H -0.56721 4.01685 1.86988  0.244
H -0.00493 1.67902 1.28853  0.234
H -4.59038 -3.48900 -1.63428  0.248
H -3.50142 -3.84286 -3.85832  0.240
H -1.34969 -2.69285 -4.34458  0.243
H -0.34217 -1.22641 -2.58891  0.224
S 1.19760 3.32151 -0.95270  -0.195
C 1.28120 4.96405 -0.84260  -0.071
N 2.39186 5.70677 -0.79470  -0.581
C 2.24652 7.10816 -0.42911  -0.224
C 0.85679 7.50249 -0.91405  -0.536
S -0.13733 5.99097 -0.73290  0.297
H 3.27942 5.22956 -0.76452  0.423
H 3.02238 7.70474 -0.90582  0.225
H 2.32900 7.22508 0.65559  0.200
H 0.86988 7.79537 -1.96250  0.229
H 0.43028 8.30554 -0.31916  0.244

=====

No. 3
# C22H22N2O3S

An isolated molecule of C22H22N2O3S (ωB97M-V with the def2-TZVPD basis set, the Open Molecules 2025 dataset).

As for the net charge: 0. The strongest force on any atom comes out at 3.13 eV/Å. Its gap between HOMO and LUMO is 8.23 eV. The value obtained for the electronic energy is -1584.97497 Ha. As for the SMILES: Cc1ccc(Cc2cc(=O)n3c(c2N(C)C)SC[C@H]3C(=O)O)c2ccccc12.

Each line ends with the natural charge from an NBO analysis.
Positions of all 50 atoms, in Å:
C -5.46749 3.70353 -0.18748  -0.637
C -4.11371 2.96638 -0.11331  0.006
C -3.43493 2.70590 -1.29534  -0.220
C -2.19919 2.09570 -1.30079  -0.194
C -1.57944 1.70710 -0.13579  -0.020
C -0.21108 1.06125 -0.25076  -0.466
C -0.19381 -0.43429 -0.33915  0.093
C -1.34742 -1.19019 -0.34239  -0.326
C -1.29242 -2.59260 -0.50599  0.621
O -2.31184 -3.24648 -0.66489  -0.644
N -0.07099 -3.21313 -0.50507  -0.420
C 1.12233 -2.51205 -0.47416  0.091
C 1.11986 -1.15136 -0.36417  0.030
N 2.34043 -0.46376 -0.19601  -0.491
C 2.96965 0.22642 -1.36084  -0.399
C 2.99308 -0.45645 1.10978  -0.396
S 2.54123 -3.56915 -0.49937  0.270
C 1.44656 -4.92573 -1.13680  -0.501
C 0.03693 -4.65333 -0.60814  -0.158
C -0.19130 -5.38993 0.72006  0.790
O -0.20430 -6.58819 0.69213  -0.588
O -0.36366 -4.65964 1.84645  -0.662
C -2.25729 1.89511 1.07476  0.005
C -1.74814 1.40789 2.29366  -0.205
C -2.40234 1.63288 3.53007  -0.217
C -3.61353 2.29807 3.53488  -0.214
C -4.19985 2.69849 2.30327  -0.196
C -3.51893 2.55947 1.11036  -0.018
H -6.27397 3.16531 0.27454  0.217
H -5.37766 4.71265 0.23462  0.221
H -5.77094 3.83273 -1.24460  0.217
H -3.90822 3.02292 -2.23284  0.210
H -1.70520 1.90095 -2.24557  0.208
H 0.44372 1.39890 0.54923  0.234
H 0.26955 1.40862 -1.16023  0.233
H -2.34994 -0.76943 -0.36842  0.245
H 2.53465 -0.10543 -2.31251  0.211
H 4.06127 0.05449 -1.39193  0.195
H 2.83547 1.30425 -1.24658  0.178
H 2.74004 -1.35762 1.68846  0.205
H 2.66102 0.38385 1.68216  0.176
H 4.08996 -0.45854 1.00665  0.198
H 1.49936 -4.88751 -2.23000  0.228
H 1.86556 -5.89026 -0.82568  0.255
H -0.70330 -5.04956 -1.35072  0.281
H -0.59883 -5.33458 2.50885  0.502
H -0.82110 0.82265 2.28773  0.211
H -1.91411 1.29117 4.45900  0.219
H -4.22061 2.41084 4.42964  0.215
H -5.20023 3.01904 2.28311  0.208

=====

No. 4
# C22H22N2O5

An isolated molecule of C22H22N2O5 (ωB97M-V with the def2-TZVPD basis set, the Open Molecules 2025 dataset).

As for the net charge: 0. The strongest force on any atom comes out at 0.65 eV/Å. Its gap between HOMO and LUMO is 9.32 eV. The value obtained for the electronic energy is -1337.32898 Ha. As for the SMILES: CCOC(=O)[C@]1(C)N[C@@H](c2ccc(O)cc2)[C@@H]2C(=O)N(c3ccccc3)C(=O)[C@@H]21.

Each line ends with the natural charge from an NBO analysis.
Positions of all 51 atoms, in Å:
C -2.41863 -2.59012 0.65885  -0.633
C -2.88165 -1.18810 0.31248  -0.072
O -1.83975 -0.54693 -0.43288  -0.517
C -1.93112 0.76147 -0.60171  0.802
O -2.82866 1.43913 -0.17098  -0.602
C -0.72531 1.33322 -1.36961  0.038
C -1.18226 2.54668 -2.16402  -0.608
N -0.13694 0.30412 -2.20014  -0.608
C 0.82982 -0.46533 -1.41948  -0.072
C 2.08349 -0.74948 -2.20130  0.012
C 2.85013 0.29256 -2.70839  -0.217
C 4.00052 0.04184 -3.43185  -0.291
C 4.40766 -1.26758 -3.65914  0.305
O 5.52958 -1.56539 -4.36419  -0.661
C 3.64839 -2.31704 -3.15003  -0.264
C 2.50037 -2.05451 -2.43081  -0.184
C 1.11071 0.37449 -0.14009  -0.337
C 0.49057 -0.22252 1.10987  0.739
O 0.58096 -1.35899 1.48970  -0.575
N -0.20502 0.78615 1.75829  -0.533
C -0.89511 0.60398 2.98585  0.202
C -0.31145 -0.13376 4.00675  -0.215
C -1.00269 -0.32186 5.19019  -0.209
C -2.26150 0.22906 5.35989  -0.212
C -2.83485 0.96926 4.33947  -0.194
C -2.15930 1.15771 3.14721  -0.240
C -0.21950 1.98388 1.04909  0.718
O -0.62065 3.03486 1.46365  -0.539
C 0.37440 1.69316 -0.30742  -0.324
H -3.17427 -3.08412 1.26238  0.217
H -1.48739 -2.54642 1.21802  0.238
H -2.25351 -3.16469 -0.24849  0.210
H -3.08466 -0.60024 1.21457  0.199
H -3.78861 -1.20117 -0.30173  0.188
H -1.65871 3.25691 -1.49330  0.250
H -0.33655 3.02586 -2.65335  0.206
H -1.90305 2.24212 -2.91890  0.225
H 0.31003 0.71586 -3.01238  0.374
H 0.36532 -1.41239 -1.12326  0.224
H 2.55449 1.31866 -2.53622  0.205
H 4.58724 0.86422 -3.82029  0.208
H 5.96149 -0.75413 -4.65795  0.480
H 3.97654 -3.32782 -3.33097  0.227
H 1.91777 -2.87336 -2.03749  0.218
H 2.18466 0.48623 0.02535  0.258
H 0.66910 -0.56145 3.87167  0.229
H -0.55125 -0.89811 5.98376  0.216
H -2.79505 0.08239 6.28705  0.214
H -3.81616 1.40063 4.46702  0.216
H -2.60521 1.73072 2.34896  0.249
H 0.97557 2.53033 -0.66367  0.243

=====

No. 5
# C22H22N4O2

An isolated molecule of C22H22N4O2 (ωB97M-V with the def2-TZVPD basis set, the Open Molecules 2025 dataset).

As for the net charge: 0. The strongest force on any atom comes out at 5.51 eV/Å. Its gap between HOMO and LUMO is 8.72 eV. The value obtained for the electronic energy is -1220.82187 Ha. As for the SMILES: C[C@H](CNC(=O)CC#N)c1ccc(C#Cc2cnc(OC3CCC3)nc2)cc1.

Each line ends with the natural charge from an NBO analysis.
Positions of all 50 atoms, in Å:
C 4.72361 -1.52986 4.21965  -0.620
C 4.29067 -1.23186 2.78651  -0.247
C 4.92745 0.02394 2.28666  -0.214
N 6.43608 0.03614 2.43408  -0.623
C 7.35180 0.80174 1.73874  0.690
O 8.36787 0.87838 2.36914  -0.602
C 7.12101 1.75704 0.47411  -0.586
C 7.56678 0.86189 -0.65253  0.268
N 7.67838 0.26607 -1.64723  -0.303
C 2.78676 -1.18233 2.38728  -0.050
C 1.97053 -0.23229 2.82149  -0.148
C 0.62570 -0.08938 2.41934  -0.197
C 0.08686 -1.16744 1.59714  -0.092
C -1.25975 -0.90373 1.09179  0.007
C -2.27659 -0.72879 0.47553  -0.001
C -3.45821 -0.36160 -0.27933  -0.213
C -3.71528 -0.88709 -1.55531  0.116
N -4.90782 -0.60567 -2.12564  -0.493
C -5.78998 0.21656 -1.54677  0.681
O -6.91085 0.55572 -2.29267  -0.488
C -6.90619 0.45282 -3.70251  0.101
C -8.05063 1.24873 -4.51186  -0.408
C -6.88184 1.84738 -5.39159  -0.411
C -5.78198 1.18982 -4.52077  -0.426
N -5.60337 0.67597 -0.31776  -0.449
C -4.40767 0.50538 0.25182  0.090
C 0.91099 -2.27720 1.27924  -0.185
C 2.26434 -2.14969 1.67143  -0.182
H 5.73372 -1.94399 4.11742  0.223
H 4.54333 -0.62996 4.91540  0.214
H 4.14697 -2.41158 4.61256  0.228
H 4.56697 -2.13962 2.27233  0.211
H 4.52640 0.86047 2.76930  0.184
H 4.64889 0.35565 1.24425  0.212
H 6.81154 -0.18903 3.31611  0.407
H 6.09684 2.15584 0.31839  0.266
H 7.96074 2.55925 0.58229  0.294
H 2.46975 0.53327 3.38652  0.191
H -0.01334 0.74789 2.80517  0.233
H -2.94872 -1.47023 -2.07917  0.213
H -7.29074 -0.43871 -4.00226  0.184
H -8.55567 1.96809 -3.80459  0.219
H -8.71394 0.62221 -5.14759  0.206
H -6.91614 1.53329 -6.43796  0.208
H -6.79459 2.92516 -5.25832  0.211
H -5.13059 0.57050 -5.11346  0.216
H -5.13486 1.86376 -3.82780  0.216
H -4.57195 0.60502 1.31308  0.215
H 0.43691 -3.10296 0.81266  0.230
H 2.96984 -2.94497 1.44565  0.204

=====

No. 6
# C22H22N4O4S3Ti

A structure of composition C22H22N4O4S3Ti (ωB97M-V with the def2-TZVPD basis set, the Open Molecules 2025 dataset).

As for the net charge: 0. The strongest force on any atom comes out at 0.99 eV/Å. Its gap between HOMO and LUMO (spin up / spin down) is 5.95 / 8.24 eV. Its expectation value of S² is 2.01. Its spin multiplicity is 3. The value obtained for the electronic energy is -3415.65919 Ha.

Each line ends with the natural charge from an NBO analysis.
Positions of all 56 atoms, in Å:
Ti -1.22084 -0.22794 0.55162  1.310
C -0.99140 1.63189 3.80285  -0.682
C -1.56322 0.25708 3.79120  0.113
N -1.75591 -0.44687 2.71067  -0.497
C -2.30679 -1.68084 2.98984  0.074
C -2.50896 -1.92428 4.31336  -0.413
S -2.06136 -0.54912 5.23191  0.462
C -2.62613 -2.55143 1.87454  0.172
C -3.33505 -3.71024 1.92460  -0.450
S -3.51969 -4.34615 0.34628  0.473
C -2.61932 -3.02966 -0.30450  0.109
N -2.21226 -2.17223 0.60729  -0.551
C -2.36382 -2.91796 -1.76177  -0.681
H -0.95679 2.00134 2.77737  0.291
H 0.01508 1.62745 4.22616  0.230
H -1.60657 2.29877 4.40638  0.237
H -2.91363 -2.80842 4.77408  0.246
H -3.77465 -4.18067 2.78667  0.247
H -2.84184 -3.73283 -2.30306  0.223
H -1.29113 -2.92793 -1.95456  0.280
H -2.73609 -1.96239 -2.13151  0.275
C 3.75932 4.24785 -3.15849  -0.628
C 2.80942 3.09179 -3.02933  -0.020
C 2.88676 2.21432 -1.95018  -0.164
C 1.99030 1.16676 -1.82096  -0.191
C 1.00470 0.98203 -2.77696  -0.344
C 0.92119 1.83442 -3.86421  -0.171
C 1.82018 2.88295 -3.98440  -0.221
S -0.17541 -0.34141 -2.58694  2.345
O 0.52383 -1.45586 -1.96726  -0.982
O -0.73683 -0.55463 -3.90173  -0.973
N -1.25591 0.14745 -1.53562  -1.057
C -1.81434 1.50026 -1.60662  -0.301
C -1.98604 1.70046 -0.09922  0.663
O -3.01348 1.22842 0.43955  -0.667
O -0.90295 1.88879 0.56815  -0.767
H 4.65210 4.09468 -2.55357  0.213
H 3.28545 5.17430 -2.82765  0.222
H 4.06659 4.38882 -4.19450  0.218
H 3.66350 2.35144 -1.20671  0.197
H 2.06082 0.47246 -0.99447  0.226
H 0.16047 1.65794 -4.61297  0.242
H 1.75630 3.54672 -4.83844  0.210
H -2.77317 1.52768 -2.12747  0.203
H -1.11687 2.22537 -2.03493  0.206
C 3.22154 -1.65026 2.03141  -0.156
C 2.82361 -0.32138 2.05704  -0.243
C 1.55467 0.00615 1.61605  0.037
N 0.68841 -0.90582 1.14573  -0.520
C 1.09082 -2.18257 1.10131  0.077
C 2.33200 -2.59734 1.54156  -0.247
H 4.20748 -1.93935 2.36862  0.223
H 3.48471 0.45997 2.40488  0.226
H 1.21560 1.03653 1.58997  0.234
H 0.38776 -2.88387 0.67067  0.214
H 2.59783 -3.64264 1.47829  0.228

=====

Q: Among the records above, which one has the highest net charge?
A: C22H22MnN3O3S2Se2

=====

Q: Which value of strongest force on any atom does entry 5 give?
A: 5.51 eV/Å